148
Properties=species:S:1:pos:R:3:mulliken_charge:R:1 method="wB97M-V/def2-TZVPD" orbital_gap_ev=7.6 homo_ev=-9.751 fmax_ev_per_a=6.20 charge=+1 mol_weight_g_mol=1115.45
Mg 2.946 0.396 -0.087 2.99
C -0.410 2.185 1.092 0.56
F 0.649 2.554 1.797 -0.12
F -1.497 2.204 1.834 -0.13
F -0.560 3.011 0.086 -0.19
S -0.163 0.379 0.537 -0.59
O 0.185 -0.287 1.767 -0.52
O -1.416 -0.100 -0.016 0.30
N 1.153 0.546 -0.653 -0.51
S 0.321 0.539 -2.022 0.36
O -0.884 1.364 -2.027 -0.46
O 1.260 0.866 -3.079 -0.42
C -0.105 -1.254 -2.384 0.28
F 0.313 -2.050 -1.406 0.33
F -1.380 -1.440 -2.583 -0.08
F 0.487 -1.651 -3.499 -0.13
C 3.346 5.477 1.748 0.62
O 3.828 4.397 1.335 -0.65
N 2.025 5.741 1.896 -0.37
N 4.175 6.525 1.875 -0.46
H 1.745 6.669 2.148 0.17
H 1.430 4.938 1.863 0.21
H 5.168 6.410 1.800 0.23
H 3.851 7.391 2.272 0.16
C 2.973 1.023 3.046 0.30
O 2.872 1.004 1.802 -0.45
N 2.762 2.122 3.792 -0.40
N 3.228 -0.125 3.682 -0.47
H 2.569 2.934 3.226 0.00
H 2.583 2.138 4.776 0.24
H 3.015 -0.939 3.125 0.01
H 3.078 -0.208 4.674 0.30
C 2.225 -2.619 1.075 -0.30
O 2.594 -1.520 0.643 -0.11
N 1.612 -2.752 2.281 -0.28
N 2.810 -3.781 0.640 -0.17
H 1.512 -3.662 2.688 0.23
H 1.100 -1.910 2.512 0.17
H 3.446 -3.847 -0.132 0.17
H 2.624 -4.661 1.087 0.16
C 3.984 -1.633 -2.307 0.29
O 3.535 -0.669 -1.674 -0.04
N 5.247 -1.662 -2.810 -0.39
N 3.185 -2.627 -2.772 -0.20
H 5.754 -0.803 -2.669 0.21
H 5.643 -2.438 -3.301 0.19
H 3.592 -3.350 -3.330 0.22
H 2.206 -2.468 -2.623 -0.37
C -3.261 -1.085 -6.253 0.45
O -2.877 -0.925 -7.411 -0.66
N -4.563 -0.906 -5.888 -0.37
N -2.439 -1.482 -5.237 0.00
H -4.755 -0.672 -4.926 0.39
H -5.207 -0.725 -6.634 0.19
H -2.773 -1.531 -4.294 0.16
H -1.603 -1.977 -5.516 0.10
C -4.571 -0.019 -1.849 0.53
O -4.643 -0.478 -2.985 -0.76
N -4.879 -0.830 -0.793 -0.31
N -4.205 1.265 -1.547 -0.30
H -5.501 -1.593 -1.000 0.23
H -4.954 -0.528 0.164 0.12
H -4.142 1.471 -0.570 0.15
H -3.797 1.782 -2.303 0.21
C -0.636 -5.172 -0.294 -0.66
C 0.501 -5.970 -0.939 -0.50
O 1.509 -6.310 -0.019 -0.52
H -0.172 -4.246 0.058 -0.17
H -1.019 -5.746 0.547 0.49
H -1.354 -4.914 -1.068 0.42
H 0.884 -5.383 -1.783 0.24
H 0.000 -6.859 -1.343 0.42
H 2.158 -6.805 -0.530 0.32
C 1.577 -3.464 -8.008 -1.03
C 0.192 -2.882 -7.705 -0.11
O -0.009 -2.957 -6.304 -0.57
H 2.246 -3.021 -7.270 0.25
H 1.832 -3.226 -9.043 0.35
H 1.659 -4.546 -7.901 0.31
H -0.658 -3.257 -8.277 0.43
H 0.045 -1.804 -7.859 0.06
H 0.725 -2.463 -5.917 0.12
C 0.175 1.578 -6.473 -0.79
C 1.598 0.993 -6.483 -0.23
O 1.422 -0.412 -6.139 -0.30
H 0.134 2.665 -6.569 0.37
H -0.374 1.321 -5.568 0.04
H -0.377 1.122 -7.295 0.33
H 2.240 1.487 -5.754 0.09
H 2.061 0.917 -7.465 0.39
H 1.697 -0.477 -5.220 0.02
C -2.338 -2.882 1.887 0.11
C -3.322 -3.343 2.993 -0.62
O -4.555 -3.592 2.303 -0.54
H -1.369 -2.670 2.348 -0.02
H -2.735 -1.973 1.439 -0.03
H -2.313 -3.669 1.138 0.17
H -3.512 -2.492 3.659 0.28
H -3.051 -4.161 3.654 0.38
H -4.956 -2.753 2.075 0.28
C 5.648 -1.092 0.788 -0.91
O 4.864 0.070 0.532 0.59
C 5.650 1.258 0.425 -1.57
C 5.023 2.160 -0.636 -0.51
N 3.544 2.367 -0.589 0.50
C 3.035 2.986 -1.851 -0.74
C 3.618 4.374 -2.095 -0.87
O 4.857 4.231 -2.796 -0.30
C 5.291 5.430 -3.408 -0.85
H 6.270 -0.883 1.664 0.38
H 6.290 -1.263 -0.078 0.31
H 5.044 -1.965 1.021 0.04
H 6.727 1.213 0.263 0.62
H 5.527 1.771 1.388 0.37
H 5.352 1.766 -1.603 0.44
H 5.570 3.106 -0.566 0.55
H 3.549 3.093 0.155 -0.22
H 1.990 3.220 -1.642 0.04
H 3.266 2.247 -2.609 0.55
H 3.730 4.962 -1.181 0.14
H 2.931 4.892 -2.772 0.71
H 4.529 5.754 -4.120 0.35
H 6.148 5.167 -4.035 0.27
H 5.685 6.218 -2.763 0.29
C -2.358 2.275 5.149 -0.57
O -3.728 2.639 5.182 -0.35
C -4.452 2.383 6.352 -0.33
C -5.941 2.590 6.053 -0.58
N -6.864 2.087 7.078 -0.35
C -6.899 0.627 7.230 -0.43
C -7.607 0.111 8.477 -0.44
O -7.039 -1.146 8.848 -0.35
C -8.043 -2.109 9.187 -0.73
H -2.273 1.287 4.683 0.20
H -1.945 2.271 6.157 0.42
H -1.801 2.892 4.446 0.12
H -4.141 2.950 7.241 0.29
H -4.279 1.357 6.706 0.35
H -6.229 1.906 5.249 0.28
H -6.209 3.621 5.842 0.29
H -6.656 2.473 7.993 0.27
H -5.857 0.276 7.262 0.20
H -7.260 0.149 6.316 0.21
H -8.637 -0.060 8.151 0.29
H -7.586 0.734 9.374 0.32
H -8.587 -1.821 10.089 0.32
H -7.423 -2.936 9.539 0.25
H -8.675 -2.400 8.352 0.33